Record 1
Here is a 2-piece molecular cluster, C8H10NO3P overall in a non-equilibrium geometry from the OMol25 dataset. Energies are from wB97M-V/def2-TZVPD.

Properties
Largest force on an atom: 3.128 eV Å⁻¹
E_HOMO: 0.0064 Ha
Charge: -2
Lowest unoccupied orbital energy: 5.15 eV
Kohn-Sham gap: 4.971 eV

Geometry (Å):
C  0.73658  1.09763  0.64492
C  0.44048  0.89668  -1.68149
C  -0.22352  0.09836  0.81990
C  -0.53950  -0.02884  -1.48491
C  1.12395  1.53755  -0.61770
C  -0.86405  -0.64989  -0.18688
C  2.07660  2.69309  -0.84316
C  -2.02399  -2.34046  1.00066
N  -1.70004  -1.67073  -0.23656
O  -2.44179  -6.65066  0.44405
O  -4.78022  -5.66666  1.07004
O  -2.99662  -5.89599  2.87408
P  -3.36378  -5.98909  1.42459
H  1.07012  1.44744  1.61112
H  0.64708  1.30603  -2.71878
H  -0.56251  -0.01305  1.83231
H  -0.81388  -0.43826  -2.50364
H  1.52544  3.63160  -0.54042
H  2.88992  3.00704  -0.17784
H  2.40341  2.87618  -1.89466
H  -2.81579  -3.11210  0.70374
H  -1.17582  -2.85907  1.50031
H  -2.49120  -1.63479  1.65539

Here are the Mulliken charges for atoms 1 to 8, given in e: -0.5410, -0.1369, -0.4620, -0.5550, 0.6572, 0.4588, -1.3280, -0.6104

---

Record 2
Here is C8H10O as an isolated structure in a non-equilibrium geometry from the OMol25 dataset. Energies are from wB97M-V/def2-TZVPD.

Properties
Largest force on an atom: 6.626 eV Å⁻¹
E_HOMO: -0.2877 Ha
Charge: 0
Lowest unoccupied orbital energy: 0.44 eV
Kohn-Sham gap: 8.266 eV

Geometry (Å):
C  0.75373  -2.08246  -1.49451
C  0.42356  -1.07655  -0.36689
C  0.61466  -1.48807  0.87825
C  0.37615  -0.54886  1.95819
C  -0.12709  0.71270  1.76050
C  -0.36325  1.05462  0.50990
C  -0.92016  2.33865  0.16687
C  -0.17761  0.17829  -0.65959
H  0.61105  -1.50554  -2.70819
H  1.57721  -2.09293  -2.00976
H  0.30321  -3.00287  -1.61274
H  0.95605  -2.40571  1.20716
H  0.58033  -0.56528  3.20388
H  -0.53658  1.46435  2.77467
H  -0.36890  3.08413  -0.36855
H  -1.59651  2.44905  -0.54942
H  -1.30286  3.02387  0.86345
H  -0.08365  -0.07253  -2.60715
O  -0.45242  0.63670  -1.83871

Here are the Mulliken charges for atoms 1 to 8, given in e: -1.3227, 0.9831, -0.8002, -0.1756, -0.4223, 0.8139, -1.8945, 0.3371

---

Record 3
Here is one molecule with the formula C8H10O2S in a non-equilibrium geometry from the OMol25 dataset. Energies are from wB97M-V/def2-TZVPD.

Properties
Largest force on an atom: 4.860 eV Å⁻¹
SMILES: C=[S@](=O)(OC)c1ccccc1
E_HOMO: -0.3202 Ha
Charge: 0
Lowest unoccupied orbital energy: 0.18 eV
Kohn-Sham gap: 8.898 eV

Geometry (Å):
C  1.82686  -0.51484  1.69211
S  1.16153  -0.52738  0.16017
O  1.44823  -1.74250  -0.54573
O  1.70275  1.07080  -0.72831
C  3.14414  0.98254  -0.81928
C  -0.60982  -0.29499  -0.03442
C  -1.26388  -0.36868  -1.25281
C  -2.64169  -0.10807  -1.35863
C  -3.30856  0.16923  -0.17385
C  -2.64443  0.18030  1.05886
C  -1.33889  -0.12365  1.17640
H  2.54378  -1.20812  1.74992
H  1.94181  0.36219  2.20817
H  3.40782  0.48116  -1.81226
H  3.41466  0.33610  -0.03884
H  3.64016  2.08736  -0.72288
H  -0.61086  -0.75394  -2.11477
H  -3.39604  -0.30016  -2.13656
H  -4.31638  0.09421  -0.34037
H  -3.24125  0.40380  1.93369
H  -0.85993  -0.22538  2.09939

Here are the Mulliken charges for atoms 1 to 8, given in e: -1.1824, 1.0483, -0.6271, -0.4386, -0.4766, 0.2244, -0.1579, -0.5659

---

Record 4
Here is a 2-piece molecular cluster, C8H10O2S2 overall in a non-equilibrium geometry from the OMol25 dataset. Energies are from wB97M-V/def2-TZVPD.

Properties
Largest force on an atom: 4.442 eV Å⁻¹
SMILES: C=CC(C)=O.OSc1cccs1
E_HOMO: -0.2815 Ha
Charge: 0
Lowest unoccupied orbital energy: -0.18 eV
Kohn-Sham gap: 7.478 eV

Geometry (Å):
C  -0.21089  -2.18758  2.48790
C  0.99478  -1.65701  2.31957
C  1.23257  -0.55670  1.42844
C  2.58575  -0.49856  0.84871
O  0.38651  0.28982  1.17865
H  -0.32725  -3.13821  3.16816
H  -1.05418  -1.74431  2.06237
H  1.83500  -2.09128  2.72986
H  3.01524  -1.52333  0.62955
H  2.70925  0.03497  -0.24271
H  3.34971  -0.02398  1.54283
O  -2.34907  0.24195  1.04422
S  -2.53104  -0.56207  -0.37581
C  -1.83162  0.55028  -1.52970
C  -0.88652  1.52388  -1.36359
C  -0.51842  2.15760  -2.62375
C  -1.18924  1.65816  -3.69367
S  -2.24969  0.39260  -3.19403
H  -1.38159  0.40631  1.43863
H  -0.37016  1.68841  -0.46285
H  -0.06822  3.10864  -2.52783
H  -1.14092  1.93041  -4.86495

Here are the Mulliken charges for atoms 1 to 8, given in e: -0.5645, -0.4244, 0.8852, -1.1503, -0.5421, 0.2128, 0.1699, 0.4008

---

Record 5
Here is one molecule with the formula C8H10OS in a non-equilibrium geometry from the OMol25 dataset. Energies are from wB97M-V/def2-TZVPD.

Properties
Largest force on an atom: 3.824 eV Å⁻¹
SMILES: C=CC[C@]1(C)SC=CC1=O
E_HOMO: -0.3220 Ha
Charge: 0
Lowest unoccupied orbital energy: -0.05 eV
Kohn-Sham gap: 8.711 eV

Geometry (Å):
C  2.06658  1.99480  -0.32713
C  0.83765  1.62316  -0.74415
C  -0.26156  1.35932  0.25754
C  -0.57578  -0.17625  0.41509
C  -1.56575  -0.45786  1.51427
S  0.98343  -1.02338  1.01876
C  0.86018  -2.20430  -0.25699
C  -0.09616  -1.96546  -1.21046
C  -0.99816  -0.92906  -0.98224
O  -1.87756  -0.52317  -1.76543
H  2.88074  2.15107  -1.13534
H  2.43090  2.39978  0.64855
H  0.71865  1.22910  -1.74264
H  0.01000  1.88973  1.28661
H  -1.16451  1.97196  -0.07085
H  -1.16374  -0.23802  2.49939
H  -1.82938  -1.49986  1.42802
H  -2.48816  0.04896  1.33414
H  1.56045  -2.94745  -0.19564
H  -0.32783  -2.70309  -1.97150

Here are the Mulliken charges for atoms 1 to 8, given in e: -0.7104, -0.1926, -0.6423, 0.9297, -1.6151, -0.0829, -0.2440, -0.5754

---

Record 6
Here is a 2-piece molecular cluster, C8H10S overall in a non-equilibrium geometry from the OMol25 dataset. Energies are from wB97M-V/def2-TZVPD.

Properties
Largest force on an atom: 3.715 eV Å⁻¹
SMILES: Cc1ccsc1.C=C=C
E_HOMO: -0.3221 Ha
Charge: 0
Lowest unoccupied orbital energy: 0.83 eV
Kohn-Sham gap: 9.590 eV

Geometry (Å):
C  2.25452  0.76257  0.29543
C  1.11808  0.18127  1.05517
C  0.60839  0.72823  2.26627
C  -0.35111  -0.05510  2.80549
S  -0.71722  -1.41428  1.84321
C  0.43393  -0.93510  0.65397
H  1.99447  1.66140  -0.23583
H  2.80297  1.25117  1.16377
H  2.96762  0.33179  -0.38734
H  1.15395  1.53047  2.73610
H  -0.65762  -0.05861  3.81320
H  0.66560  -1.59843  -0.18416
C  -0.80366  0.42153  -1.91731
C  -1.73551  -0.33078  -2.37118
C  -2.79216  -1.02879  -2.78414
H  0.25740  0.13892  -1.93649
H  -0.82692  1.03066  -1.00859
H  -2.98492  -1.95989  -2.27092
H  -3.38782  -0.65704  -3.53665

Here are the Mulliken charges for atoms 1 to 8, given in e: -1.3792, 0.7948, -0.6727, -0.3907, -0.1627, -0.4051, 0.3268, 0.3021

---

Record 7
Here is one molecule with the formula C8H11BN4S2 in a non-equilibrium geometry from the OMol25 dataset. Energies are from wB97M-V/def2-TZVPD.

Properties
Largest force on an atom: 3.650 eV Å⁻¹
SMILES: Cn1ccn(Bn2ccn(C)c2=S)c1=S
E_HOMO: -0.2864 Ha
Charge: 0
Lowest unoccupied orbital energy: 0.16 eV
Kohn-Sham gap: 7.958 eV

Geometry (Å):
C  4.85788  0.57597  0.43271
N  3.40606  0.33070  0.38494
C  2.70545  -0.78846  0.94579
C  1.40059  -0.56262  0.73337
N  1.19831  0.62032  0.14173
B  -0.02945  1.38242  -0.02858
N  -1.24894  0.65093  -0.11168
C  -1.47386  -0.63541  -0.65834
C  -2.78637  -0.87200  -0.89777
N  -3.42240  0.20910  -0.28182
C  -4.84802  0.40484  -0.25150
C  -2.55255  1.15251  0.10143
S  -2.87963  2.56577  0.94629
C  2.50292  1.15789  -0.20658
S  2.83737  2.58546  -0.96693
H  5.43862  -0.35359  0.09383
H  4.94949  1.29851  -0.31240
H  5.29029  0.88764  1.47909
H  2.99630  -1.76993  1.18585
H  0.55290  -1.12370  1.06636
H  -0.00804  2.61346  -0.08575
H  -0.62841  -1.32441  -0.84703
H  -3.34734  -1.62184  -1.39727
H  -5.48170  -0.26166  0.44922
H  -4.90162  1.52063  0.09435
H  -5.17531  0.26201  -1.27218

Here are the Mulliken charges for atoms 1 to 8, given in e: -0.7902, 0.1666, -0.7466, -0.2446, 0.2858, 0.1332, 0.4032, -0.3489

---

Record 8
Here is one molecule with the formula C8H11BO2 in a non-equilibrium geometry from the OMol25 dataset. Energies are from wB97M-V/def2-TZVPD.

Properties
Largest force on an atom: 4.870 eV Å⁻¹
SMILES: C=C[C@]1(B(O)O)C=CC=CC1
E_HOMO: -0.2909 Ha
Charge: 0
Lowest unoccupied orbital energy: 0.17 eV
Kohn-Sham gap: 8.088 eV

Geometry (Å):
C  0.18814  2.36644  0.15151
C  0.79730  1.37888  -0.37738
C  0.36078  -0.12085  -0.10625
B  1.76643  -1.00268  -0.00016
O  2.17222  -1.52528  1.16634
O  2.41804  -0.74621  -1.18437
C  -0.47711  -0.42600  -1.39069
C  -1.78756  -0.43353  -1.31525
C  -2.43247  -0.18081  -0.09875
C  -1.84101  -0.21144  1.06290
C  -0.39204  -0.42726  1.25515
H  0.44606  3.39968  -0.00878
H  -0.67454  2.16393  0.82607
H  1.54710  1.37956  -1.19809
H  2.99500  -1.59536  1.51912
H  3.21684  -1.20939  -1.25192
H  0.20701  -0.58329  -2.28511
H  -2.43936  -0.65622  -2.26681
H  -3.50720  -0.18011  -0.04446
H  -2.52397  -0.10878  1.99347
H  0.15886  0.14203  1.95747
H  -0.19850  -1.42331  1.59597

Here are the Mulliken charges for atoms 1 to 8, given in e: -0.7039, -0.4706, 1.0080, 0.5494, -0.5170, -0.5548, -0.6951, -0.2392

---

Among the records above, which one has the highest lowest unoccupied orbital energy?
C8H10NO3P

---

Which formula does entry 1 have?
C8H10NO3P